No. 1
Entry from the OMol25 dataset: a single C10H19ClN2O molecule (ωB97M-V/def2-TZVPD).

The value obtained for the HOMO energy is -0.335 Eh. The calculation puts the largest force on an atom at 0.0399 hartree/bohr. The relative energy (zero: lowest compared OMol25 entry of this formula, charge and spin) comes out at 0.261 eV. As for the LUMO energy: 0.0290 Ha. As for the gap between HOMO and LUMO: 9.92 eV.

ORCA input file:
```
! RIJCOSX wB97M-V def2-TZVPD def2/J DEFGRID3
* xyz 0 1
C -2.076 0.140 -1.396
C 0.085 -0.914 -0.764
C 0.973 -0.465 -1.997
C 2.447 -0.173 -1.585
C 3.144 -1.312 -0.842
C 2.188 -2.072 0.134
C 0.935 -1.211 0.477
C -0.666 1.257 0.126
C -2.680 1.506 1.656
C -2.048 1.234 2.993
H -1.768 0.882 -2.145
H -2.320 -0.861 -1.783
H -2.982 0.546 -0.953
H -0.488 -1.829 -1.061
H 0.963 -1.241 -2.754
H 0.503 0.476 -2.426
H 2.349 0.663 -0.888
H 3.075 0.158 -2.508
H 3.988 -0.917 -0.259
H 3.627 -2.044 -1.531
H 1.864 -3.072 -0.298
H 2.721 -2.373 1.026
H 0.218 -1.631 1.215
H 1.308 -0.234 0.870
H -1.280 2.888 1.009
H -3.502 2.225 1.789
H -2.948 0.456 1.296
H -1.274 0.489 2.908
H -2.822 0.956 3.725
N -0.981 0.019 -0.385
N -1.706 2.030 0.652
O 0.468 1.719 0.023
Cl -1.315 2.708 3.679
*
```

These are the Löwdin partial charges, in e, on atoms 1 to 5: -0.029, -0.296, -0.123, -0.209, -0.208

---

No. 2
Entry from the OMol25 dataset: a molecular structure, C28H68N7O5P2Si2 (ωB97M-V/def2-TZVPD).

The value obtained for the HOMO energy is -0.161 Eh. The calculation puts the largest force on an atom at 0.1735 hartree/bohr. As for the LUMO energy: 0.0311 Ha. As for the gap between HOMO and LUMO: 5.23 eV.

ORCA input file:
```
! RIJCOSX wB97M-V def2-TZVPD def2/J DEFGRID3
* xyz -1 1
C -0.586 -3.386 -1.449
C -0.612 -2.979 -0.291
C -0.477 -2.567 1.233
Si -1.245 -0.855 1.543
O -0.235 0.515 1.513
Si 1.411 0.255 1.160
C 2.227 -0.555 2.693
C 3.743 -0.127 2.942
C 4.765 -1.239 2.405
C 4.862 -2.527 3.337
C 4.118 -3.813 2.782
C 4.815 -4.474 1.500
C 4.139 -4.076 0.110
C 5.176 -3.994 -1.103
C 5.994 -2.623 -1.152
C 6.170 -2.110 -2.673
C 1.774 -0.625 -0.495
N 2.799 0.028 -1.349
C 2.925 -0.869 -2.555
C -2.135 -0.915 3.237
O -1.620 -1.625 4.146
O -3.270 -0.219 3.344
H -0.363 -3.961 -2.387
H 0.560 -2.751 1.636
H -1.145 -3.322 1.773
H -2.305 -0.661 0.523
H 2.036 1.597 1.053
H 1.635 -0.184 3.598
H 2.179 -1.682 2.713
H 3.906 -0.090 4.074
H 4.014 0.900 2.542
H 4.447 -1.481 1.345
H 5.796 -0.750 2.358
H 4.389 -2.274 4.341
H 5.959 -2.735 3.559
H 3.015 -3.637 2.579
H 4.150 -4.611 3.599
H 4.740 -5.610 1.582
H 5.927 -4.234 1.466
H 3.632 -3.068 0.181
H 3.323 -4.820 -0.172
H 5.934 -4.825 -0.968
H 4.581 -4.112 -2.055
H 5.471 -1.823 -0.540
H 7.045 -2.720 -0.731
H 7.176 -2.396 -3.105
H 5.355 -2.565 -3.330
H 6.029 -0.989 -2.754
H 0.800 -0.599 -1.094
H 1.967 -1.721 -0.265
H 3.712 0.070 -0.875
H 3.406 -1.844 -2.227
H 3.503 -0.313 -3.348
H 1.884 -1.142 -2.931
O -1.264 -1.153 -6.498
P -2.589 -1.157 -5.735
N -2.997 -2.750 -6.303
C -4.325 -3.304 -6.520
C -2.117 -3.816 -5.818
N -3.314 0.007 -6.804
C -4.436 -0.291 -7.675
C -2.406 0.901 -7.523
N -4.086 -1.147 -4.781
C -4.556 0.198 -4.365
C -3.917 -1.879 -3.503
H -4.858 -3.524 -5.586
H -4.257 -4.245 -7.077
H -4.962 -2.674 -7.131
H -2.350 -4.102 -4.785
H -1.070 -3.510 -5.846
H -2.194 -4.710 -6.441
H -4.171 -1.007 -8.459
H -4.803 0.621 -8.162
H -5.297 -0.653 -7.110
H -1.945 0.400 -8.384
H -1.615 1.268 -6.868
H -2.934 1.786 -7.890
H -3.769 0.753 -3.845
H -5.421 0.115 -3.701
H -4.902 0.801 -5.202
H -3.102 -1.460 -2.910
H -3.708 -2.937 -3.662
H -4.832 -1.849 -2.910
O 0.358 5.251 4.223
P -0.985 5.228 4.955
N -1.393 3.644 4.384
C -2.724 3.095 4.153
C -0.523 2.571 4.878
N -1.689 6.403 3.883
C -2.804 6.117 2.997
C -0.767 7.294 3.179
N -2.479 5.272 5.912
C -2.921 6.628 6.322
C -2.312 4.541 7.192
H -3.267 2.877 5.081
H -2.658 2.154 3.597
H -3.353 3.727 3.535
H -0.770 2.285 5.908
H 0.526 2.870 4.862
H -0.601 1.679 4.253
H -2.536 5.403 2.214
H -3.159 7.034 2.511
H -3.674 5.759 3.551
H -0.300 6.794 2.321
H 0.019 7.652 3.845
H -1.285 8.185 2.811
H -2.121 7.172 6.835
H -3.785 6.565 6.990
H -3.260 7.231 5.482
H -1.484 4.945 7.779
H -2.125 3.480 7.030
H -3.223 4.590 7.792
*
```

These are the Löwdin partial charges, in e, on atoms 1 to 5: 0.032, -0.207, -0.249, 0.567, -0.365

---

No. 3
Entry from the OMol25 dataset: 2 unconnected molecules or ions with the total composition C5H9BrN2O4 (ωB97M-V/def2-TZVPD).

The value obtained for the HOMO energy (alpha / beta) is -0.282 / -0.342 Eh. The calculation puts the largest force on an atom at 0.1344 hartree/bohr. The expectation value of S² is 2.01. As for the LUMO energy (alpha / beta): -0.0032 / -0.1298 Ha. As for the gap between HOMO and LUMO (alpha / beta): 7.59 / 5.76 eV.

ORCA input file:
```
! RIJCOSX wB97M-V def2-TZVPD def2/J DEFGRID3
* xyz 0 3
C 1.580 0.792 0.605
C 1.255 -1.692 1.172
C 1.248 -0.855 -1.188
C 1.246 -0.588 0.110
C -2.040 0.381 -0.107
N -1.593 0.895 1.154
N -1.736 1.117 -1.149
O -1.331 2.085 1.256
O -1.704 0.158 2.124
O -1.420 2.269 -1.314
O -2.064 0.340 -2.299
Br -2.378 -1.463 -0.054
H 1.525 0.940 1.694
H 2.556 1.060 0.279
H 0.837 1.480 0.257
H 0.231 -1.439 1.456
H 2.036 -1.395 1.890
H 1.128 -2.776 0.710
H 1.350 -0.214 -2.074
H 1.219 -1.869 -1.413
H -1.946 0.774 -3.107
*
```

These are the Löwdin partial charges, in e, on atoms 1 to 5: -0.066, -0.057, 0.008, -0.452, -0.518

---

Number 1: E_tot -28228.58307 eV. Number 2: E_tot -85135.81656 eV. Number 3: E_tot -86532.15256 eV.